Record 1
# C52H38ClNO4PdS2

C52H38ClNO4PdS2 as an isolated structure (ωB97M-V/def2-TZVPD, the Open Molecules 2025 dataset).

Computed properties:
Relative energy (zero: lowest compared OMol25 entry of this formula, charge and spin) (kcal per mole): 0.0
Orbital gap (Eh): 0.16039
Charge: -2
Strongest force on any atom (hartree/bohr): 0.01086

```
99
C52H38ClNO4PdS2, DFT ωB97M-V/def2-TZVPD
Pd 0.39 -0.58 0.09
C -1.88 -0.13 8.57
C -1.37 -0.17 7.15
C -2.24 -0.08 6.08
C -1.76 -0.10 4.77
C -0.41 -0.20 4.53
C 0.47 -0.32 5.60
C -0.01 -0.30 6.90
S 0.23 -0.34 2.77
O 1.52 -1.04 3.06
C 0.53 1.43 2.63
C -0.64 2.24 2.62
C -0.55 3.58 2.43
C 0.71 4.18 2.19
C 0.81 5.57 1.93
C 2.02 6.15 1.67
C 3.18 5.35 1.64
C 3.11 4.01 1.89
C 1.87 3.38 2.17
C 1.76 1.97 2.40
C 3.03 1.18 2.38
C 3.87 1.18 3.53
C 3.46 1.77 4.75
C 4.27 1.75 5.86
C 5.54 1.14 5.79
C 5.97 0.57 4.63
C 5.15 0.57 3.47
C 5.57 -0.01 2.25
C 4.75 -0.02 1.17
C 3.47 0.56 1.24
S 2.34 0.52 -0.18
O 2.88 1.52 -1.15
C 2.87 -1.07 -0.84
C 3.17 -1.19 -2.18
C 3.30 -2.45 -2.75
C 3.14 -3.60 -2.00
C 3.26 -4.97 -2.62
C 2.89 -3.47 -0.63
C 2.75 -2.22 -0.05
H -2.97 -0.23 8.60
H -1.63 0.82 9.06
H -1.45 -0.93 9.17
H -3.31 0.00 6.25
H -2.46 -0.05 3.94
H 1.53 -0.44 5.39
H 0.68 -0.39 7.73
H -1.61 1.77 2.69
H -1.45 4.18 2.38
H -0.10 6.16 1.92
H 2.08 7.21 1.45
H 4.14 5.80 1.41
H 4.01 3.40 1.84
H 2.48 2.23 4.80
H 3.93 2.19 6.78
H 6.18 1.12 6.67
H 6.94 0.09 4.57
H 6.56 -0.46 2.20
H 5.07 -0.48 0.24
H 3.25 -0.28 -2.77
H 3.49 -2.53 -3.82
H 2.83 -4.97 -3.63
H 2.72 -5.71 -2.03
H 4.30 -5.29 -2.70
H 2.73 -4.35 -0.02
H 2.55 -2.12 1.01
C -1.51 -0.10 -4.26
C -2.59 -0.96 -4.07
C -2.55 -1.87 -3.04
C -1.42 -1.92 -2.21
N -0.39 -1.10 -2.41
C -0.44 -0.21 -3.39
C -1.34 -2.85 -1.04
C -1.94 -4.11 -1.15
C -1.93 -4.98 -0.07
C -1.34 -4.57 1.12
C -0.76 -3.31 1.21
C -0.71 -2.40 0.14
H -1.51 0.66 -5.04
H -3.46 -0.89 -4.71
H -3.39 -2.52 -2.84
H 0.42 0.45 -3.47
H -2.38 -4.42 -2.09
H -2.38 -5.97 -0.16
H -1.34 -5.23 1.98
H -0.30 -3.03 2.15
Cl 0.60 8.35 -2.12
C -0.02 6.77 -1.66
C -1.34 6.66 -1.27
C -1.82 5.41 -0.89
C -1.00 4.29 -0.91
C 0.33 4.44 -1.32
C 0.83 5.68 -1.69
C -1.50 2.92 -0.41
O -0.66 2.01 -0.53
O -2.65 2.91 0.08
H -1.98 7.54 -1.25
H -2.84 5.28 -0.55
H 0.96 3.56 -1.31
H 1.86 5.80 -1.99
```

***

Record 2
# C52H39Br2N3OP2RbS3

C52H39Br2N3OP2RbS3 as an isolated structure (ωB97M-V/def2-TZVPD, the Open Molecules 2025 dataset).

Computed properties:
Relative energy (zero: lowest compared OMol25 entry of this formula, charge and spin) (kcal per mole): 0.0
Orbital gap (Eh): 0.16991
Charge: -1
Strongest force on any atom (hartree/bohr): 0.00828

```
103
C52H39Br2N3OP2RbS3, DFT ωB97M-V/def2-TZVPD
Rb -0.68 0.35 1.48
Br 5.89 1.61 5.30
C 4.23 1.20 4.49
C 4.07 0.01 3.81
C 2.83 -0.22 3.23
N 1.82 0.63 3.29
C 1.99 1.78 3.94
C 3.19 2.10 4.57
C 0.84 2.73 3.94
C 1.06 4.09 3.97
C -0.05 4.93 3.85
Br 0.21 6.80 3.83
C -1.31 4.40 3.69
C -1.42 3.01 3.70
N -0.38 2.19 3.84
H 4.87 -0.71 3.72
H 2.65 -1.14 2.68
H 3.30 3.03 5.12
H 2.05 4.51 4.02
H -2.17 5.01 3.52
H -2.39 2.54 3.53
O 1.07 -1.93 -2.56
C 0.98 -0.66 -3.09
C 0.38 -0.41 -4.31
C 0.34 0.89 -4.79
C 0.92 1.92 -4.07
C 1.53 1.65 -2.85
C 1.56 0.36 -2.33
P 2.20 -0.11 -0.67
C 2.77 1.49 0.01
C 1.83 2.50 0.16
C 2.15 3.69 0.80
C 3.43 3.87 1.31
C 4.37 2.86 1.18
C 4.05 1.68 0.53
C 3.78 -0.91 -1.13
C 4.59 -0.44 -2.16
C 5.80 -1.06 -2.45
C 6.21 -2.17 -1.71
C 5.41 -2.65 -0.69
C 4.20 -2.02 -0.41
C 0.19 -2.88 -3.05
C 0.71 -3.85 -3.90
C -0.12 -4.83 -4.41
C -1.47 -4.82 -4.08
C -1.97 -3.86 -3.22
C -1.15 -2.87 -2.67
P -1.71 -1.59 -1.46
C -3.23 -2.35 -0.79
C -3.25 -3.67 -0.33
C -4.37 -4.19 0.30
C -5.48 -3.39 0.51
C -5.46 -2.06 0.10
C -4.35 -1.55 -0.55
C -2.39 -0.30 -2.56
C -2.18 1.01 -2.17
C -2.73 2.07 -2.89
C -3.47 1.79 -4.04
C -3.65 0.48 -4.45
C -3.13 -0.57 -3.72
H -0.08 -1.21 -4.87
H -0.16 1.10 -5.73
H 0.87 2.94 -4.43
H 1.96 2.47 -2.29
H 0.81 2.39 -0.22
H 1.39 4.45 0.90
H 3.69 4.79 1.81
H 5.37 2.99 1.58
H 4.80 0.90 0.43
H 4.28 0.42 -2.74
H 6.42 -0.69 -3.25
H 7.15 -2.65 -1.94
H 5.72 -3.51 -0.11
H 3.56 -2.41 0.38
H 1.77 -3.81 -4.15
H 0.27 -5.58 -5.08
H -2.13 -5.57 -4.49
H -3.02 -3.88 -2.95
H -2.38 -4.30 -0.48
H -4.36 -5.22 0.64
H -6.36 -3.79 1.01
H -6.31 -1.41 0.28
H -4.34 -0.50 -0.83
H -1.60 1.25 -1.29
H -2.60 3.08 -2.53
H -3.91 2.60 -4.60
H -4.23 0.27 -5.35
H -3.29 -1.59 -4.04
S -4.30 4.07 -0.05
C -3.17 2.95 0.50
S -1.46 3.32 0.41
S -3.67 1.47 1.27
C -3.75 -1.09 4.58
C -2.58 -0.63 5.15
C -1.37 -1.01 4.58
N -1.27 -1.80 3.52
C -2.41 -2.25 2.99
C -3.67 -1.93 3.48
H -4.71 -0.79 4.97
H -2.59 0.04 6.00
H -0.43 -0.62 4.97
H -2.32 -2.88 2.11
H -4.55 -2.30 2.97
```

***

Number 1: energy -101894.07437 eV, LUMO 4.01 eV. Number 2: energy -252902.51298 eV, LUMO 1.79 eV.